(1)
A cluster of 3 separate species, C16H14F17N2O10 in total in a non-equilibrium geometry. Source: the Open Molecules 2025 dataset; level of theory: ωB97M-V/def2-TZVPD.

Summary:
**Lowest unoccupied orbital energy**: 1.877 eV
**E_tot**: -86471.2497 eV

Geometry as ORCA input:
```
! RIJCOSX wB97M-V def2-TZVPD def2/J DEFGRID3
* xyz -1 1
O -4.8188 -7.7040 1.4437
N -3.9259 -7.0317 1.7954
O -3.3786 -6.3135 0.7380
C -1.9318 -6.2896 0.9229
N -1.3770 -5.0801 0.3361
C -1.9220 -3.8793 0.8385
F -3.0445 -3.4902 0.1627
F -2.2591 -3.9673 2.1309
C -0.9075 -2.7058 0.7598
F -1.4486 -1.5503 1.1769
F 0.0781 -3.0163 1.6162
C -0.2319 -2.5508 -0.6490
F 0.8233 -3.3745 -0.6690
F -1.0391 -2.9510 -1.6398
C 0.3546 -1.1347 -0.9141
F 1.0341 -0.7943 0.1911
F 1.2580 -1.2306 -1.9002
C -0.6953 -0.0124 -1.2129
F -0.6556 0.8583 -0.1858
F -1.9443 -0.4664 -1.2816
C -0.3833 0.8454 -2.4679
F 0.8468 1.3681 -2.4166
F -1.2376 1.8844 -2.4056
C -0.6279 0.1263 -3.8398
F -0.9181 -1.1694 -3.6924
F -1.6787 0.7018 -4.4392
C 0.5459 0.2428 -4.8480
F 0.8221 1.5092 -5.1409
F 1.6376 -0.3795 -4.4253
F 0.1422 -0.3596 -5.9732
C -1.3123 -7.4574 0.1088
O -0.5021 -8.1728 0.7472
O -1.6439 -7.5352 -1.0924
H -1.7001 -6.3705 1.9755
H -1.6272 -5.1545 -0.6508
C -0.2938 4.1885 -1.1460
O 0.1082 5.4352 -0.5692
C -0.7946 6.4049 -0.6785
O -1.8725 6.3149 -1.2032
O -0.2967 7.5021 -0.1038
C -1.1692 8.6298 -0.1487
H 0.5250 3.4943 -0.9884
H -1.1840 3.8048 -0.6533
H -0.4679 4.2974 -2.2137
H -2.0964 8.4207 0.3819
H -1.3800 8.9130 -1.1786
H -0.6508 9.4460 0.3468
C 3.1092 1.3942 1.3249
O 3.2451 2.0918 2.5659
C 3.6048 1.3183 3.5878
O 3.8174 0.1375 3.5412
O 3.6905 2.0848 4.6778
C 4.0695 1.3752 5.8565
H 2.8159 2.1296 0.5799
H 4.0573 0.9477 1.0298
H 2.3382 0.6346 1.3952
H 5.0551 0.9285 5.7369
H 3.3353 0.6084 6.0970
H 4.1027 2.1032 6.6625
*
```

=====

(2)
A structure of composition C16H14F3N2O6SW. Source: the Open Molecules 2025 dataset; level of theory: ωB97M-V/def2-TZVPD.

Summary:
**Lowest unoccupied orbital energy (alpha / beta)**: -3.832 / -4.446 eV
**E_tot**: -52892.4355 eV
**ΔE to the lowest compared entry with this formula, charge and spin**: 2.4 kcal/mol

Geometry as ORCA input:
```
! RIJCOSX wB97M-V def2-TZVPD def2/J DEFGRID3
* xyz 1 3
W 0.7248 2.4291 1.5717
C -1.1732 -4.4190 -1.5036
C -0.7883 -3.3740 -0.4994
C -1.6548 -3.0166 0.5349
C -1.3081 -2.0452 1.4549
C -0.0767 -1.4145 1.3332
C 0.8111 -1.7547 0.3213
C 0.4473 -2.7346 -0.5870
S 0.3493 -0.1943 2.5055
O 0.4624 -0.7418 3.8121
O 1.5702 0.5024 1.9357
N -0.7208 0.9988 2.3573
C -1.3061 1.6403 3.5770
C -0.5560 2.9326 3.3167
O 0.6563 3.0235 3.6648
O -0.9025 3.5352 2.2151
H -2.0166 -5.0133 -1.1583
H -0.3387 -5.0898 -1.7048
H -1.4538 -3.9526 -2.4500
H -2.6125 -3.5126 0.6225
H -1.9926 -1.7819 2.2512
H 1.7795 -1.2793 0.2573
H 1.1402 -3.0135 -1.3711
H -1.0171 1.1468 4.5007
H -2.3812 1.7379 3.4709
F 0.5527 0.3287 -5.1871
C -0.0891 -0.2867 -4.1898
F -1.3777 -0.3941 -4.5183
F 0.4157 -1.5271 -4.0792
C 0.0982 0.4624 -2.8873
C 1.3853 0.6525 -2.4025
C 1.5401 1.2779 -1.1857
N 0.4831 1.7126 -0.4760
C -0.7562 1.5610 -0.9650
C -0.9892 0.9334 -2.1743
H 2.2532 0.3082 -2.9470
H 2.5178 1.4253 -0.7450
H -1.5722 1.9319 -0.3582
H -1.9997 0.8110 -2.5336
O 1.3058 4.3446 0.7833
C 2.5144 4.0967 1.0424
O 2.7662 2.9153 1.4495
H 3.3092 4.8376 0.9454
*
```

=====

(3)
A structure of composition C16H14IMnN2O2S3. Source: the Open Molecules 2025 dataset; level of theory: ωB97M-V/def2-TZVPD.

Summary:
**Lowest unoccupied orbital energy (alpha / beta)**: -5.009 / -3.712 eV
**E_tot**: -95816.3957 eV

Geometry as ORCA input:
```
! RIJCOSX wB97M-V def2-TZVPD def2/J DEFGRID3
* xyz 1 4
Mn -0.0088 0.1749 0.2072
O 3.9439 0.1128 -0.0269
C 2.9203 0.7415 -0.0155
O 1.7511 0.0640 0.0496
C 2.8435 2.2185 -0.0538
C 4.0544 2.9021 0.0592
C 4.0955 4.2823 0.0321
C 2.9132 4.9964 -0.1127
C 1.7034 4.3327 -0.2223
C 1.6596 2.9401 -0.1977
S 0.0360 2.2675 -0.4309
H 4.9560 2.3148 0.1655
H 5.0400 4.8003 0.1226
H 2.9304 6.0777 -0.1388
H 0.7862 4.8956 -0.3333
C -3.2314 2.1757 0.1824
C -3.1737 0.6896 0.0754
N -2.1058 -0.0922 0.0616
C -2.4731 -1.4330 -0.0359
C -3.8040 -1.6521 -0.1032
S -4.6364 -0.1697 -0.0385
C -1.4050 -2.4237 -0.0585
C -1.4897 -3.7712 -0.1514
S 0.0792 -4.4339 -0.1290
C 0.7834 -2.8933 -0.0113
N -0.1213 -1.9267 0.0190
C 2.2654 -2.7573 0.0486
H -2.2625 2.6044 0.3951
H -3.9126 2.4535 0.9868
H -3.6090 2.5988 -0.7491
H -4.3187 -2.5942 -0.1842
H -2.3683 -4.3884 -0.2279
H 2.7282 -3.7422 0.0295
H 2.5718 -2.2365 0.9530
H 2.6327 -2.1717 -0.7907
I -1.3787 1.3991 3.2546
C 0.0003 0.2014 2.2727
H -0.2063 -0.8464 2.4778
H 1.0154 0.5007 2.5099
*
```